The following is a DFT calculation (the ωB97M-V functional and the def2-TZVPD basis) of 4 unconnected molecules or ions with the total composition C28H68N4O11P2.

For the largest force on an atom, the calculation gives 0.686 eV/A. The structure (SMILES) is [H]/N=C/C[C@@H](COCCCCC)OCPP(=O)(O)O.COCCNCCOC.COCCNCCOC.COCCNCCOC. The HOMO energy is -8.49 eV. As for the charge: 0.

Bonds (Å) are listed after each position.
CARTESIAN COORDINATES (ANGSTROEM)
1 H 4.633 4.225 8.812  N2 1.019
2 N 4.950 4.667 7.950  H1 1.019, C3 1.266
3 C 6.068 4.196 7.587  N2 1.266, C4 1.504, H20 1.095
4 C 6.792 4.695 6.366  C3 1.504, C5 1.532, H21 1.098, H22 1.093
5 C 5.914 5.366 5.306  C4 1.532, C6 1.511, O13 1.429, H23 1.098
6 C 6.703 6.369 4.496  C5 1.511, O7 1.409, H24 1.101, H25 1.096
7 O 7.929 5.798 4.102  C6 1.409, C8 1.414
8 C 8.443 6.339 2.902  O7 1.414, C9 1.527, H26 1.102, H27 1.098
9 C 9.818 5.758 2.586  C8 1.527, C10 1.530, H28 1.095, H29 1.096
10 C 10.736 5.537 3.790  C9 1.530, C11 1.541, H30 1.095, H31 1.095
11 C 10.421 4.287 4.636  C10 1.541, C12 1.540, H32 1.091, H33 1.093
12 C 11.307 3.070 4.314  C11 1.540, H34 1.092, H35 1.092, H36 1.093
13 O 5.364 4.438 4.368  C5 1.429, C14 1.412
14 C 4.251 3.684 4.800  O13 1.412, P15 1.874, H37 1.096, H38 1.092
15 P 4.777 1.997 5.423  C14 1.874, P16 2.169, H39 1.412
16 P 4.601 0.861 3.583  P15 2.169, O17 1.478, O18 1.601, O19 1.604
17 O 5.106 -0.525 3.686  P16 1.478
18 O 5.397 1.790 2.550  P16 1.601, H40 0.971
19 O 3.073 0.863 3.097  P16 1.604, H41 0.973
20 H 6.585 3.410 8.149  C3 1.095
21 H 7.546 5.415 6.709  C4 1.098
22 H 7.351 3.878 5.903  C4 1.093
23 H 5.092 5.891 5.809  C5 1.098
24 H 6.882 7.265 5.110  C6 1.101
25 H 6.106 6.656 3.623  C6 1.096
26 H 8.522 7.434 2.997  C8 1.102
27 H 7.743 6.131 2.081  C8 1.098
28 H 10.297 6.472 1.908  C9 1.095
29 H 9.720 4.821 2.025  C9 1.096
30 H 11.757 5.437 3.407  C10 1.095
31 H 10.735 6.439 4.411  C10 1.095
32 H 9.374 4.021 4.487  C11 1.091
33 H 10.514 4.537 5.696  C11 1.093
34 H 11.657 2.573 5.221  C12 1.092
35 H 10.772 2.316 3.732  C12 1.092
36 H 12.192 3.356 3.739  C12 1.093
37 H 3.723 4.179 5.623  C14 1.096
38 H 3.567 3.605 3.952  C14 1.092
39 H 3.491 1.599 5.851  P15 1.412
40 H 5.749 1.260 1.817  O18 0.971
41 H 2.857 -0.067 2.909  O19 0.973
42 C 1.294 -2.363 2.893  O43 1.413, H51 1.089, H52 1.095, H53 1.096
43 O 1.292 -1.681 1.655  C42 1.413, C44 1.427
44 C 2.315 -2.094 0.750  O43 1.427, C45 1.512, H54 1.094, H55 1.094
45 C 1.757 -2.910 -0.395  C44 1.512, N46 1.452, H56 1.095, H57 1.099
46 N 1.269 -4.201 0.056  C45 1.452, C47 1.455, H58 1.011
47 C 0.600 -5.001 -0.959  N46 1.455, C48 1.524, H59 1.093, H60 1.096
48 C -0.653 -4.434 -1.616  C47 1.524, O49 1.415, H61 1.093, H62 1.098
49 O -1.783 -4.349 -0.767  C48 1.415, C50 1.413
50 C -1.840 -3.204 0.060  O49 1.413, H63 1.095, H64 1.094, H65 1.090
51 H 0.618 -1.828 3.558  C42 1.089
52 H 0.950 -3.398 2.800  C42 1.095
53 H 2.296 -2.374 3.337  C42 1.096
54 H 3.091 -2.650 1.285  C44 1.094
55 H 2.765 -1.186 0.338  C44 1.094
56 H 2.562 -3.075 -1.119  C45 1.095
57 H 0.991 -2.301 -0.895  C45 1.099
58 H 0.653 -4.074 0.849  N46 1.011
59 H 0.334 -5.959 -0.508  C47 1.093
60 H 1.322 -5.214 -1.755  C47 1.096
61 H -0.938 -5.123 -2.416  C48 1.093
62 H -0.468 -3.459 -2.084  C48 1.098
63 H -1.422 -2.326 -0.442  C50 1.095
64 H -1.312 -3.345 1.008  C50 1.094
65 H -2.890 -3.016 0.282  C50 1.090
66 C -4.922 -6.387 -7.659  O67 1.410, H75 1.089, H76 1.096, H77 1.095
67 O -4.999 -6.956 -6.371  C66 1.410, C68 1.421
68 C -3.752 -7.099 -5.704  O67 1.421, C69 1.512, H78 1.095, H79 1.093
69 C -3.664 -6.181 -4.505  C68 1.512, N70 1.452, H80 1.096, H81 1.099
70 N -3.623 -4.788 -4.914  C69 1.452, C71 1.457, H82 1.012
71 C -3.682 -3.822 -3.824  N70 1.457, C72 1.522, H83 1.093, H84 1.093
72 C -4.900 -3.823 -2.912  C71 1.522, O73 1.417, H85 1.093, H86 1.097
73 O -6.095 -3.382 -3.532  C72 1.417, C74 1.414
74 C -6.799 -4.359 -4.272  O73 1.414, H87 1.094, H88 1.094, H89 1.090
75 H -5.909 -6.477 -8.108  C66 1.089
76 H -4.640 -5.328 -7.636  C66 1.096
77 H -4.199 -6.918 -8.288  C66 1.095
78 H -2.930 -6.894 -6.398  C68 1.095
79 H -3.669 -8.135 -5.366  C68 1.093
80 H -2.746 -6.416 -3.956  C69 1.096
81 H -4.506 -6.420 -3.840  C69 1.099
82 H -4.374 -4.611 -5.568  N70 1.012
83 H -3.595 -2.825 -4.265  C71 1.093
84 H -2.800 -3.968 -3.195  C71 1.093
85 H -4.702 -3.111 -2.107  C72 1.093
86 H -5.062 -4.801 -2.442  C72 1.097
87 H -6.701 -5.351 -3.820  C74 1.094
88 H -6.464 -4.419 -5.313  C74 1.094
89 H -7.851 -4.073 -4.271  C74 1.090
90 C -9.022 0.325 -5.632  O91 1.409, H99 1.089, H100 1.097, H101 1.095
91 O -8.919 -0.224 -4.339  C90 1.409, C92 1.426
92 C -7.584 -0.416 -3.875  O91 1.426, C93 1.512, H102 1.095, H103 1.090
93 C -7.248 0.545 -2.758  C92 1.512, N94 1.453, H104 1.096, H105 1.099
94 N -7.187 1.918 -3.232  C93 1.453, C95 1.455, H106 1.012
95 C -7.012 2.927 -2.199  N94 1.455, C96 1.525, H107 1.093, H108 1.096
96 C -8.081 3.048 -1.118  C95 1.525, O97 1.415, H109 1.093, H110 1.097
97 O -9.327 3.532 -1.584  C96 1.415, C98 1.413
98 C -10.202 2.552 -2.104  O97 1.413, H111 1.095, H112 1.094, H113 1.090
99 H -10.071 0.273 -5.921  C90 1.089
100 H -8.698 1.371 -5.677  C90 1.097
101 H -8.429 -0.243 -6.357  C90 1.095
102 H -6.879 -0.298 -4.704  C92 1.095
103 H -7.497 -1.435 -3.499  C92 1.090
104 H -6.268 0.270 -2.353  C93 1.096
105 H -7.985 0.393 -1.957  C93 1.099
106 H -8.018 2.123 -3.771  N94 1.012
107 H -6.929 3.898 -2.692  C95 1.093
108 H -6.055 2.741 -1.699  C95 1.096
109 H -7.729 3.781 -0.389  C96 1.093
110 H -8.229 2.100 -0.585  C96 1.097
111 H -10.119 1.609 -1.554  C98 1.095
112 H -10.023 2.345 -3.164  C98 1.094
113 H -11.217 2.934 -1.997  C98 1.090